1.
{"formula": "C4H7N", "method": "ωB97M-V/def2-TZVPD", "species": ["C", "C", "C", "C", "H", "H", "H", "H", "H", "H", "H", "N"], "xyz": [[-2.452, 0.178, -0.014], [-1.057, -0.206, -0.013], [0.105, -0.430, 0.092], [1.565, -0.675, -0.043], [-2.842, -0.319, 1.322], [-2.401, 1.766, -0.110], [-3.119, -0.548, -1.157], [1.698, -1.241, -1.018], [1.936, -1.290, 0.821], [1.991, 1.229, -0.728], [2.250, 0.970, 0.875], [2.327, 0.567, -0.028]], "forces_ev_per_a": [[-1.4, 0.0, 0.7], [-1.9, 0.7, -0.1], [1.9, -0.8, -0.3], [-0.4, -0.6, 0.0], [0.5, 1.9, -4.5], [-0.7, -4.8, 0.3], [1.8, 2.6, 3.8], [0.2, 0.6, 1.2], [-0.3, 0.3, -1.0], [0.0, -0.3, 0.4], [-0.1, 0.6, 0.7], [0.4, -0.4, -1.2]], "nbo_charge": [-0.666, -0.127, -0.022, -0.281, 0.259, 0.243, 0.261, 0.217, 0.215, 0.359, 0.355, -0.814], "relative_energy_ev": 6.7043, "spin_multiplicity": 1, "homo_ev": -9.14, "gap_ev": 9.325, "mol_weight_g_mol": 69.11}

2.
{"formula": "C4H7N", "method": "ωB97M-V/def2-TZVPD", "species": ["C", "C", "C", "C", "N", "H", "H", "H", "H", "H", "H", "H"], "xyz": [[-0.851, 0.009, -0.015], [0.078, 1.126, 0.045], [0.203, -1.030, -0.040], [1.253, 0.136, -0.043], [-2.104, 0.019, 0.003], [-0.311, 1.721, -0.798], [0.044, 1.895, 0.840], [0.159, -1.311, 0.970], [0.279, -1.881, -0.637], [1.954, 0.247, -0.903], [1.862, -0.047, 0.814], [-2.566, -0.883, -0.236]], "forces_ev_per_a": [[-2.3, -1.3, 0.2], [0.1, 2.3, 0.5], [0.9, 1.7, 0.1], [0.6, -0.5, -1.6], [-1.1, -0.2, -0.6], [1.3, -0.1, -0.5], [0.0, -0.8, 0.1], [0.2, -1.1, 1.5], [-0.2, -1.2, -1.3], [-0.8, -0.2, 0.4], [0.5, 0.8, 0.7], [0.7, 0.6, 0.5]], "nbo_charge": [0.334, -0.503, -0.489, -0.389, -0.645, 0.252, 0.236, 0.222, 0.224, 0.210, 0.208, 0.338], "smiles": "N=C1CCC1", "relative_energy_ev": 1.7594, "spin_multiplicity": 1, "homo_ev": -9.44, "gap_ev": 10.557, "mol_weight_g_mol": 69.11}

3.
{"formula": "C4H7N", "method": "ωB97M-V/def2-TZVPD", "species": ["C", "C", "C", "C", "N", "H", "H", "H", "H", "H", "H", "H"], "xyz": [[1.882, 0.540, -0.034], [-0.065, -0.958, 0.403], [1.716, 1.376, 0.905], [-1.098, -0.206, -0.422], [1.225, 2.085, 1.811], [2.296, -0.326, -0.430], [-0.070, -0.799, 1.496], [0.454, -1.664, -0.210], [-1.895, -0.877, -0.916], [-0.540, 0.380, -1.094], [-1.629, 0.597, 0.110], [1.405, 1.989, 2.795]], "forces_ev_per_a": [[-1.4, 0.3, 1.0], [-0.5, 2.4, -0.4], [-0.9, -0.7, 1.6], [-1.4, -0.8, 1.1], [0.2, 0.6, -1.6], [1.0, -0.5, -0.8], [0.4, -0.8, -0.8], [0.4, -0.8, 0.7], [1.4, 0.9, 0.5], [0.5, 0.3, -1.7], [0.0, -0.6, 0.4], [0.5, -0.4, 0.0]], "nbo_charge": [-0.385, -0.227, 0.288, -0.700, -0.672, 0.235, 0.209, 0.188, 0.220, 0.239, 0.219, 0.386], "relative_energy_ev": 5.3851, "spin_multiplicity": 1, "homo_ev": [-8.24, -8.69], "gap_ev": [7.444, 8.864], "mol_weight_g_mol": 69.11}

| no. | total energy (eV) |
| --- | --- |
| 1 | -5744.713 |
| 2 | -5749.657 |
| 3 | -5746.032 |